Molecular formula: C4H7NO
Method: DFT, ωB97M-V/def2-TZVPD

Values from the calculation:
**E_HOMO**: -8.718 eV
**Gap between HOMO and LUMO**: 9.375 eV
**Charge**: 0
**LUMO level**: 0.657 eV
**Energy above the lowest of the compared OMol25 structures with the same formula, charge and spin**: 357.9 kJ/mol

Last column: natural (NBO) charge in e.
Element x y z (Å)
O  -2.32396  -1.15718  0.63455  -0.629
C  -1.55633  -1.18886  -0.40803  0.066
C  1.41663  -0.08125  -0.66665  -0.612
C  0.71943  1.14305  -0.07259  -0.520
C  0.06191  0.81265  1.18427  0.353
N  -0.44454  0.53982  2.18727  -0.421
H  -1.83547  -0.74188  1.38440  0.519
H  -2.16731  -1.66772  -1.20941  0.073
H  0.69132  -0.89712  -0.81312  0.255
H  1.88168  0.21144  -1.60952  0.210
H  2.18446  -0.47276  0.00307  0.209
H  -0.04777  1.54044  -0.74458  0.252
H  1.41995  1.95936  0.13035  0.246

***

Molecular formula: C25H33BHfN3O3
Method: DFT, ωB97M-V/def2-TZVPD

Values from the calculation:
**E_HOMO**: -18.044 eV
**Gap between HOMO and LUMO**: 7.720 eV
**Charge**: +3
**LUMO level**: -10.324 eV
**Energy above the lowest of the compared OMol25 structures with the same formula, charge and spin**: 20.4 kJ/mol

Last column: natural (NBO) charge in e.
Element x y z (Å)
Hf  0.60256  -0.04513  0.56872  2.304
C  1.80933  -1.99200  4.62994  -0.203
C  2.40459  -0.96183  5.33560  -0.069
C  2.54359  0.27155  4.71391  -0.184
C  2.07371  0.44447  3.42726  0.160
N  1.46349  -0.55069  2.73638  -0.612
C  1.35699  -1.74464  3.34939  0.086
C  2.25352  1.70274  2.68131  0.285
C  2.86586  2.82978  3.19759  -0.203
C  3.04528  3.93165  2.37717  -0.059
C  2.62810  3.87698  1.05523  -0.188
C  2.00556  2.73131  0.60188  0.209
N  1.81476  1.66292  1.40730  -0.648
C  1.61174  2.53304  -0.81012  0.187
C  1.55620  3.57266  -1.71561  -0.192
C  1.33514  3.28634  -3.05755  -0.064
C  1.16388  1.96603  -3.44365  -0.214
C  1.14285  0.98802  -2.47173  0.101
N  1.34664  1.24913  -1.16653  -0.629
H  1.69144  -2.97770  5.05738  0.269
H  2.76700  -1.11281  6.34390  0.272
H  3.02673  1.08237  5.23720  0.254
H  0.89919  -2.54046  2.78920  0.216
H  3.21581  2.85624  4.21780  0.260
H  3.53031  4.82110  2.75784  0.273
H  2.80672  4.71333  0.39676  0.261
H  1.69924  4.59332  -1.39423  0.259
H  1.30743  4.08356  -3.78909  0.271
H  1.02548  1.69424  -4.48082  0.271
H  0.94219  -0.03855  -2.74114  0.231
C  2.15774  -2.14002  -0.66779  -0.661
C  1.02553  -3.01078  -0.18561  -0.065
O  0.20238  -2.18544  0.69573  -0.672
C  -0.95602  -2.95224  1.22469  -0.063
C  -1.87888  -2.08604  2.03926  -0.661
H  2.79559  -2.67007  -1.37566  0.316
H  2.80836  -1.80902  0.14997  0.241
H  1.77248  -1.28555  -1.25110  0.201
H  1.37634  -3.87013  0.38537  0.232
H  0.39231  -3.34803  -1.00588  0.223
H  -0.52959  -3.76906  1.80848  0.215
H  -1.45670  -3.36966  0.35384  0.226
H  -1.37683  -1.59101  2.87236  0.226
H  -2.63623  -2.74123  2.47387  0.288
H  -2.40602  -1.34436  1.43856  0.240
C  -1.65510  -0.78589  -3.58374  -0.658
C  -2.19170  -0.77695  -2.17266  0.326
C  -2.75516  -2.12993  -1.79843  -0.658
O  -1.02287  -0.52081  -1.21635  -0.840
B  -1.53514  0.30603  -0.21865  0.543
O  -2.77062  0.74701  -0.42160  -0.692
C  -3.13917  0.42389  -1.81799  0.231
C  -4.61458  0.08569  -1.84740  -0.637
C  -2.85662  1.67853  -2.62663  -0.637
H  -0.94574  -1.60498  -3.71312  0.227
H  -1.18632  0.15551  -3.85848  0.220
H  -2.47733  -0.96221  -4.27901  0.266
H  -1.99770  -2.90373  -1.93183  0.217
H  -3.58816  -2.37579  -2.45643  0.268
H  -3.13131  -2.14419  -0.77538  0.219
H  -4.86932  -0.72441  -1.16820  0.229
H  -4.92017  -0.19007  -2.85781  0.240
H  -5.18524  0.96524  -1.55496  0.255
H  -1.80200  1.96253  -2.57271  0.191
H  -3.44908  2.49822  -2.22442  0.256
H  -3.13247  1.54196  -3.67157  0.243

***

Molecular formula: C25H22BN4OOsP
Method: DFT, ωB97M-V/def2-TZVPD

Values from the calculation:
**E_HOMO (spin up / spin down)**: -14.400 / -14.778 eV
**Gap between HOMO and LUMO (spin up / spin down)**: 8.219 / 4.404 eV
**2S+1**: 5
**Charge**: +2
**LUMO level (spin up / spin down)**: -6.181 / -10.374 eV

Last column: Mulliken spin population.
Element x y z (Å)
Os  1.36448  0.37239  0.23399  2.566
B  2.52788  3.20759  -1.68221  0.087
N  1.28378  3.36899  -0.83101  0.111
C  0.55128  4.49499  -0.76031  0.020
C  -0.50122  4.28709  0.10829  0.041
C  -0.34782  2.96879  0.53359  0.135
N  0.73258  2.43739  -0.03941  0.080
N  3.49898  2.14459  -1.21401  0.084
C  4.83298  2.27869  -1.34751  0.022
C  5.45268  1.17239  -0.80911  0.023
C  4.40118  0.36229  -0.37151  0.091
N  3.23518  0.95739  -0.63831  0.127
H  2.20868  2.97069  -2.81611  0.256
H  3.09918  4.24879  -1.74641  0.114
H  0.81478  5.37709  -1.30921  0.000
H  -1.25532  4.98249  0.41269  -0.001
H  -0.96272  2.40319  1.20839  0.014
H  5.26518  3.14429  -1.80441  0.001
H  6.50088  0.97509  -0.73171  0.001
H  4.44008  -0.60751  0.09819  0.008
O  1.76178  1.15579  2.63879  0.101
C  0.92118  0.42549  2.21119  -0.137
C  -0.17462  -0.30711  2.80029  0.100
C  -0.58992  -0.04741  4.10939  0.007
C  -1.63942  -0.78121  4.63529  0.000
C  -2.25372  -1.77481  3.88509  0.002
C  -1.84202  -2.04251  2.58089  -0.001
C  -0.81932  -1.29331  2.02379  -0.066
P  -0.16232  -1.41851  0.31399  0.055
C  -0.63842  -3.02101  -0.38341  -0.001
C  -1.98672  -3.18851  -0.71471  0.000
C  -2.41252  -4.41131  -1.19771  0.003
C  -1.50842  -5.45141  -1.36411  0.000
C  -0.16642  -5.26621  -1.06691  0.004
C  0.27608  -4.05351  -0.56321  0.020
C  -1.20352  -0.25521  -0.65011  -0.031
C  -2.37612  0.33589  -0.18341  0.079
C  -3.08832  1.18669  -1.01231  -0.006
C  -2.62062  1.48449  -2.28581  0.044
C  -1.43982  0.91839  -2.74981  -0.004
C  -0.73102  0.04719  -1.94121  0.063
H  -0.08872  0.71209  4.69139  0.001
H  -1.97272  -0.57211  5.63899  0.000
H  -3.06472  -2.34201  4.31499  0.000
H  -2.31522  -2.82931  2.01159  0.000
H  -2.67892  -2.36181  -0.61401  0.000
H  -3.45372  -4.54551  -1.45061  0.000
H  -1.85242  -6.40191  -1.74211  0.000
H  0.53508  -6.06861  -1.22891  0.000
H  1.32298  -3.91211  -0.33081  0.010
H  -2.73582  0.10689  0.80989  0.002
H  -4.01742  1.61259  -0.66771  0.000
H  -3.18242  2.14639  -2.92731  0.002
H  -1.09042  1.13239  -3.74901  0.001
H  0.14578  -0.46561  -2.33651  -0.033